(1)
Below is 22 unconnected molecules or ions with the total composition C35H114O35 in a non-equilibrium geometry, with properties calculated with the ωB97M-V functional and the def2-TZVPD basis.

Structure (XYZ):
```
184
Properties=species:S:1:pos:R:3:lowdin_charge:R:1
C -3.002 -0.151 -2.498 -0.112
O -1.982 -1.147 -2.656 -0.143
H -2.606 0.615 -1.831 0.054
H -3.167 0.406 -3.420 0.088
H -3.906 -0.446 -1.965 0.085
H -2.233 -1.597 -3.466 0.026
C 0.235 3.633 4.141 -0.173
O -1.143 3.680 4.414 -0.117
H 0.734 4.441 4.677 0.070
H 0.639 2.781 4.688 0.067
H 0.518 3.624 3.088 0.067
H -1.473 2.827 4.122 -0.003
C -1.590 -4.908 -1.417 -0.196
O -2.917 -5.155 -1.698 -0.105
H -1.536 -3.844 -1.187 0.073
H -1.242 -5.460 -0.544 0.078
H -0.938 -5.221 -2.233 0.078
H -3.331 -4.893 -0.872 0.042
C -0.407 4.448 -0.393 -0.149
O 0.990 4.581 -0.189 -0.138
H -0.939 5.399 -0.398 0.080
H -0.532 3.896 -1.324 0.071
H -0.758 3.842 0.442 0.060
H 1.426 4.685 -1.038 0.005
C 3.429 4.798 2.801 -0.143
O 4.229 3.714 3.139 -0.121
H 3.984 5.688 2.506 0.089
H 2.843 4.509 1.929 0.077
H 2.755 5.045 3.622 0.079
H 4.645 4.067 3.928 0.105
C -1.989 -1.422 -6.059 -0.103
O -2.774 -1.980 -5.004 -0.131
H -1.743 -2.226 -6.752 0.086
H -2.577 -0.629 -6.522 0.083
H -1.070 -0.968 -5.689 0.074
H -3.535 -2.472 -5.319 0.108
C -6.404 1.006 0.583 -0.104
O -6.553 1.536 -0.767 -0.134
H -6.296 1.739 1.382 0.096
H -7.157 0.260 0.841 0.073
H -5.494 0.407 0.562 0.065
H -6.638 0.734 -1.288 0.096
C -2.201 1.360 2.368 -0.133
O -2.054 1.285 3.745 -0.120
H -1.954 0.363 2.001 0.074
H -3.206 1.712 2.137 0.090
H -1.587 2.084 1.831 0.074
H -2.681 0.669 4.132 0.069
C -0.895 -2.594 3.131 -0.121
O -0.935 -3.092 1.852 -0.128
H -1.930 -2.515 3.464 0.073
H -0.261 -3.254 3.723 0.093
H -0.535 -1.566 3.171 0.085
H -1.002 -2.375 1.216 0.062
C 3.605 5.154 -2.286 -0.237
C 4.070 6.106 -3.396 -0.215
O 4.342 5.444 -4.641 -0.066
O 2.296 4.760 -2.527 -0.075
H 3.609 5.662 -1.321 0.122
H 4.275 4.305 -2.151 0.121
H 4.987 6.584 -3.051 0.110
H 3.386 6.949 -3.496 0.124
H 5.025 4.788 -4.480 0.074
H 2.414 3.902 -2.942 0.050
C 2.544 -2.744 -4.251 -0.241
C 1.213 -3.542 -4.536 -0.174
O 1.569 -4.716 -5.329 -0.073
O 3.307 -3.317 -3.224 -0.071
H 2.267 -1.735 -3.944 0.095
H 3.162 -2.634 -5.142 0.120
H 0.522 -2.887 -5.067 0.095
H 0.709 -3.802 -3.605 0.099
H 2.079 -5.217 -4.689 0.073
H 3.974 -2.657 -3.022 0.034
C -4.454 -5.526 3.063 -0.275
C -3.455 -5.598 1.919 -0.196
O -3.479 -4.313 1.286 -0.080
O -3.963 -4.823 4.156 -0.055
H -4.854 -6.489 3.381 0.116
H -5.380 -5.008 2.812 0.107
H -3.738 -6.373 1.206 0.120
H -2.504 -5.862 2.380 0.129
H -2.726 -3.808 1.602 0.036
H -4.540 -4.060 4.241 0.041
C -1.946 3.018 -4.514 -0.228
C -0.485 3.442 -4.720 -0.245
O -0.300 4.440 -5.692 -0.049
O -2.425 2.376 -5.674 -0.057
H -2.554 3.893 -4.285 0.111
H -1.937 2.312 -3.683 0.096
H 0.211 2.611 -4.835 0.098
H -0.188 3.940 -3.797 0.104
H 0.646 4.592 -5.761 0.084
H -2.177 2.973 -6.384 0.078
C -6.290 -1.659 3.661 -0.226
C -4.709 -1.314 3.511 -0.196
O -4.137 -0.859 4.712 -0.059
O -6.536 -2.974 3.960 -0.055
H -6.757 -1.452 2.698 0.102
H -6.673 -0.989 4.431 0.120
H -4.755 -0.519 2.767 0.095
H -4.192 -2.159 3.057 0.098
H -4.041 -1.589 5.329 0.099
H -7.468 -3.153 3.820 0.105
C 5.692 0.996 -1.827 -0.194
C 4.806 -0.336 -1.805 -0.161
O 5.521 -1.459 -2.420 -0.082
O 6.310 1.260 -3.092 -0.082
H 6.524 1.054 -1.125 0.115
H 4.965 1.770 -1.582 0.101
H 3.893 -0.171 -2.377 0.092
H 4.405 -0.632 -0.836 0.089
H 6.051 -1.906 -1.756 0.098
H 6.907 0.549 -3.334 0.081
C 3.328 1.829 -4.742 -0.183
C 2.559 1.427 -6.086 -0.210
O 1.692 0.341 -5.863 -0.075
O 2.491 2.202 -3.664 -0.073
H 3.930 2.684 -5.050 0.106
H 4.091 1.101 -4.468 0.098
H 3.189 1.111 -6.918 0.117
H 2.065 2.325 -6.458 0.104
H 1.217 0.107 -6.663 0.088
H 1.850 1.503 -3.511 0.056
C 0.312 -0.151 6.051 -0.212
C -0.805 -0.018 7.101 -0.205
O -0.363 -0.074 8.496 -0.062
O 1.021 -1.421 6.091 -0.073
H 1.026 0.666 6.159 0.110
H -0.169 0.033 5.090 0.094
H -1.609 -0.696 6.815 0.107
H -1.311 0.944 7.027 0.121
H -0.066 -0.966 8.692 0.068
H 1.417 -1.515 6.960 0.078
C 4.137 -4.860 3.779 -0.235
C 3.252 -3.916 4.558 -0.197
O 2.304 -3.291 3.657 -0.097
O 3.393 -5.804 3.018 -0.061
H 4.797 -5.467 4.399 0.124
H 4.711 -4.297 3.043 0.111
H 3.866 -3.157 5.041 0.117
H 2.716 -4.408 5.370 0.122
H 1.692 -2.751 4.162 0.044
H 2.566 -5.352 2.834 0.040
C -3.765 4.075 -1.533 -0.232
C -5.180 4.697 -1.436 -0.233
O -5.901 4.120 -0.386 -0.074
O -3.885 2.764 -1.973 -0.076
H -3.264 4.111 -0.566 0.113
H -3.196 4.597 -2.302 0.108
H -5.865 4.581 -2.276 0.124
H -5.109 5.775 -1.295 0.115
H -6.230 3.260 -0.660 0.018
H -4.405 2.260 -1.343 0.059
C 4.211 0.149 2.287 -0.185
C 2.832 0.510 3.081 -0.204
O 2.176 1.586 2.466 -0.080
O 5.182 1.097 2.704 -0.085
H 4.056 0.107 1.208 0.089
H 4.539 -0.818 2.667 0.103
H 2.959 0.631 4.156 0.113
H 2.169 -0.341 2.923 0.092
H 2.754 2.352 2.473 0.039
H 4.932 2.024 2.691 0.029
C 1.867 -4.296 0.017 -0.202
C 2.435 -2.827 0.099 -0.195
O 3.493 -2.715 1.037 -0.084
O 1.232 -4.757 1.174 -0.070
H 2.673 -4.995 -0.207 0.126
H 1.185 -4.402 -0.827 0.093
H 1.678 -2.127 0.453 0.098
H 2.851 -2.457 -0.838 0.088
H 3.156 -2.986 1.894 0.029
H 0.523 -4.166 1.441 0.039
C -0.247 0.262 -0.045 -0.243
C 0.806 0.459 -1.134 -0.215
O 0.199 0.696 -2.366 -0.052
O -0.700 -1.031 -0.175 -0.072
H -1.070 0.972 -0.122 0.106
H 0.168 0.367 0.958 0.113
H 1.465 -0.408 -1.201 0.106
H 1.466 1.285 -0.868 0.125
H -0.539 0.093 -2.476 0.038
H -0.825 -1.151 -1.120 0.053
```

Values from the calculation:
molar mass = 1095.3 g mol⁻¹
charge = 0
2S+1 = 1
orbital gap = 9.3 eV
E_LUMO = -0.001 hartree
relative energy (zero: lowest compared OMol25 entry of this formula, charge and spin) = 0.000 eV
E = -109795.4707 eV

(2)
Below is 2 unconnected molecules or ions with the total composition C35H12F19O2Si in a non-equilibrium geometry, with properties calculated with the ωB97M-V functional and the def2-TZVPD basis.

Structure (XYZ):
```
69
Properties=species:S:1:pos:R:3:lowdin_charge:R:1
F -3.233 2.482 1.365 0.073
C -2.962 1.136 1.497 -0.189
C -4.031 0.244 1.457 0.139
C -3.708 -1.109 1.554 -0.196
F -4.725 -2.033 1.449 0.073
C -2.416 -1.565 1.753 0.086
C -1.329 -0.631 1.859 -0.161
C -0.048 -1.165 2.177 0.103
C 1.249 -0.626 1.996 -0.153
C 2.329 -1.568 1.952 0.101
C 3.622 -1.127 1.754 -0.193
F 4.632 -2.062 1.687 0.072
C 3.960 0.221 1.633 0.150
C 2.896 1.126 1.673 -0.184
F 3.181 2.466 1.515 0.073
C 1.576 0.755 1.875 0.098
C -1.639 0.749 1.674 0.097
H -5.049 0.581 1.293 0.156
H -2.209 -2.635 1.820 0.147
H -0.031 -2.244 2.333 0.127
H 2.110 -2.631 2.049 0.149
H 4.978 0.543 1.459 0.156
H 0.805 1.515 1.952 0.114
H -0.859 1.499 1.680 0.109
F 8.296 -2.689 5.055 0.134
C 7.142 -2.482 5.715 -0.101
C 6.631 -3.478 6.550 -0.110
F 7.295 -4.638 6.722 0.126
C 5.440 -3.243 7.231 -0.187
F 5.001 -4.211 8.076 0.099
C 4.731 -2.047 7.125 -0.075
Si 3.138 -1.743 8.025 0.791
C 2.246 -3.336 8.386 -0.056
C 1.828 -3.762 9.650 -0.155
F 2.167 -3.046 10.757 0.099
C 1.113 -4.939 9.853 -0.114
F 0.774 -5.317 11.099 0.129
C 0.774 -5.741 8.763 -0.099
F 0.078 -6.876 8.949 0.139
C 1.192 -5.367 7.484 -0.113
F 0.881 -6.128 6.411 0.111
C 1.950 -4.209 7.332 -0.186
F 2.484 -3.964 6.105 0.090
C 3.490 -0.772 9.584 -0.064
C 4.664 -0.972 10.319 -0.172
F 5.567 -1.898 9.898 0.096
C 4.916 -0.349 11.538 -0.111
F 6.048 -0.616 12.222 0.126
C 3.962 0.521 12.064 -0.096
F 4.179 1.118 13.250 0.139
C 2.776 0.751 11.367 -0.113
F 1.831 1.559 11.888 0.124
C 2.561 0.101 10.153 -0.174
F 1.348 0.264 9.554 0.086
O 2.170 -0.898 6.887 -0.014
C 1.003 -1.214 6.375 -0.447
C -0.256 -1.018 6.901 -0.016
C -1.255 -1.718 6.112 -0.168
C -0.415 -2.340 5.014 -0.107
O 0.963 -1.883 5.228 -0.013
C 5.299 -1.058 6.322 -0.175
F 4.726 0.175 6.280 0.088
C 6.470 -1.265 5.598 -0.120
F 6.972 -0.286 4.818 0.112
H -0.409 -0.529 7.851 0.107
H -1.820 -2.509 6.628 0.124
H -2.002 -1.031 5.680 0.115
H -0.415 -3.436 5.036 0.138
H -0.772 -1.958 4.058 0.070
```

Values from the calculation:
molar mass = 853.5 g mol⁻¹
charge = +1
2S+1 = 1
orbital gap = 3.8 eV
E_LUMO = -0.250 hartree
relative energy (zero: lowest compared OMol25 entry of this formula, charge and spin) = 2.485 eV
E = -100083.8191 eV

Question: Look up the molar mass of the first one.
Answer: 1095.3 g mol⁻¹

What did the second record say?
Below is 2 unconnected molecules or ions with the total composition C35H12F19O2Si in a non-equilibrium geometry, with properties calculated with the ωB97M-V functional and the def2-TZVPD basis.

Structure (XYZ):
```
69
Properties=species:S:1:pos:R:3:lowdin_charge:R:1
F -3.233 2.482 1.365 0.073
C -2.962 1.136 1.497 -0.189
C -4.031 0.244 1.457 0.139
C -3.708 -1.109 1.554 -0.196
F -4.725 -2.033 1.449 0.073
C -2.416 -1.565 1.753 0.086
C -1.329 -0.631 1.859 -0.161
C -0.048 -1.165 2.177 0.103
C 1.249 -0.626 1.996 -0.153
C 2.329 -1.568 1.952 0.101
C 3.622 -1.127 1.754 -0.193
F 4.632 -2.062 1.687 0.072
C 3.960 0.221 1.633 0.150
C 2.896 1.126 1.673 -0.184
F 3.181 2.466 1.515 0.073
C 1.576 0.755 1.875 0.098
C -1.639 0.749 1.674 0.097
H -5.049 0.581 1.293 0.156
H -2.209 -2.635 1.820 0.147
H -0.031 -2.244 2.333 0.127
H 2.110 -2.631 2.049 0.149
H 4.978 0.543 1.459 0.156
H 0.805 1.515 1.952 0.114
H -0.859 1.499 1.680 0.109
F 8.296 -2.689 5.055 0.134
C 7.142 -2.482 5.715 -0.101
C 6.631 -3.478 6.550 -0.110
F 7.295 -4.638 6.722 0.126
C 5.440 -3.243 7.231 -0.187
F 5.001 -4.211 8.076 0.099
C 4.731 -2.047 7.125 -0.075
Si 3.138 -1.743 8.025 0.791
C 2.246 -3.336 8.386 -0.056
C 1.828 -3.762 9.650 -0.155
F 2.167 -3.046 10.757 0.099
C 1.113 -4.939 9.853 -0.114
F 0.774 -5.317 11.099 0.129
C 0.774 -5.741 8.763 -0.099
F 0.078 -6.876 8.949 0.139
C 1.192 -5.367 7.484 -0.113
F 0.881 -6.128 6.411 0.111
C 1.950 -4.209 7.332 -0.186
F 2.484 -3.964 6.105 0.090
C 3.490 -0.772 9.584 -0.064
C 4.664 -0.972 10.319 -0.172
F 5.567 -1.898 9.898 0.096
C 4.916 -0.349 11.538 -0.111
F 6.048 -0.616 12.222 0.126
C 3.962 0.521 12.064 -0.096
F 4.179 1.118 13.250 0.139
C 2.776 0.751 11.367 -0.113
F 1.831 1.559 11.888 0.124
C 2.561 0.101 10.153 -0.174
F 1.348 0.264 9.554 0.086
O 2.170 -0.898 6.887 -0.014
C 1.003 -1.214 6.375 -0.447
C -0.256 -1.018 6.901 -0.016
C -1.255 -1.718 6.112 -0.168
C -0.415 -2.340 5.014 -0.107
O 0.963 -1.883 5.228 -0.013
C 5.299 -1.058 6.322 -0.175
F 4.726 0.175 6.280 0.088
C 6.470 -1.265 5.598 -0.120
F 6.972 -0.286 4.818 0.112
H -0.409 -0.529 7.851 0.107
H -1.820 -2.509 6.628 0.124
H -2.002 -1.031 5.680 0.115
H -0.415 -3.436 5.036 0.138
H -0.772 -1.958 4.058 0.070
```

Values from the calculation:
molar mass = 853.5 g mol⁻¹
charge = +1
2S+1 = 1
orbital gap = 3.8 eV
E_LUMO = -0.250 hartree
relative energy (zero: lowest compared OMol25 entry of this formula, charge and spin) = 2.485 eV
E = -100083.8191 eV